ORCA calculation (wB97M-V/def2-TZVPD) on C34H31BrGeIN4O2Re as an isolated structure.

```
75
C34H31BrGeIN4O2Re wB97M-V/def2-TZVPD
Re -0.23 -0.43 -0.48
C -2.39 -0.53 0.69
C -2.54 0.54 -0.22
C -2.28 0.08 -1.53
C -1.98 -1.32 -1.44
C -2.02 -1.69 -0.05
H -2.49 -0.46 1.76
H -2.72 1.57 0.05
H -2.27 0.67 -2.43
H -1.82 -1.99 -2.27
H -1.94 -2.69 0.36
C 1.16 -1.30 -1.07
Ge 2.87 -1.76 -1.73
C 3.15 -3.69 -1.92
C 4.43 -4.26 -1.84
C 4.61 -5.62 -2.00
C 3.52 -6.45 -2.23
C 2.25 -5.90 -2.30
C 2.07 -4.54 -2.14
C 3.20 -0.92 -3.48
C 2.50 0.23 -3.82
C 2.76 0.89 -5.02
C 3.72 0.39 -5.89
C 4.42 -0.76 -5.57
C 4.16 -1.41 -4.37
C 4.25 -1.07 -0.52
C 5.37 -0.37 -0.97
C 6.31 0.13 -0.08
C 6.13 -0.05 1.29
C 5.01 -0.73 1.76
C 4.09 -1.24 0.86
H 5.28 -3.62 -1.64
H 5.61 -6.04 -1.93
H 3.67 -7.52 -2.35
H 1.39 -6.55 -2.47
H 1.07 -4.12 -2.18
H 1.74 0.61 -3.14
H 2.21 1.79 -5.27
H 3.92 0.90 -6.83
H 5.16 -1.16 -6.25
H 4.70 -2.32 -4.13
H 5.51 -0.21 -2.04
H 7.18 0.66 -0.44
H 6.86 0.34 1.99
H 4.84 -0.84 2.82
H 3.21 -1.75 1.23
Br 0.34 2.57 5.26
C -0.56 4.19 4.90
C -0.71 5.10 5.95
C -1.34 6.31 5.73
C -1.80 6.63 4.46
C -1.64 5.73 3.42
C -1.02 4.50 3.63
I -0.81 3.19 2.02
H -0.34 4.84 6.93
H -1.45 7.01 6.55
H -2.28 7.58 4.27
H -2.00 5.97 2.43
C 0.50 -1.50 2.76
C 1.24 -0.22 2.41
O 2.16 0.17 3.13
O 0.86 0.41 1.35
H 0.90 -1.91 3.69
H 0.61 -2.21 1.94
H -0.56 -1.29 2.86
N 4.57 3.17 -0.54
C 3.32 2.67 -0.29
N 3.11 2.04 0.85
N 2.40 2.91 -1.21
C 1.23 2.35 -1.00
N 0.19 1.86 -0.84
H 5.34 2.65 -0.14
H 4.71 3.40 -1.51
H 3.87 1.79 1.46
H 2.21 1.56 1.05
```

Properties
E_HOMO (alpha / beta)	-2.0 / -3.2	eV
calculated total energy	-182606.11679	eV
charge	-1
HOMO-LUMO gap (alpha / beta)	0.159 / 0.203	Ha
multiplicity	2
LUMO (alpha / beta)	0.086 / 0.085	Ha
energy above the lowest of the compared OMol25 structures with the same formula, charge and spin	10.7	kcal/mol